[1]
{"formula": "C6H8", "method": "ωB97M-V/def2-TZVPD", "species": ["C", "C", "C", "C", "C", "C", "H", "H", "H", "H", "H", "H", "H", "H"], "xyz": [[0.3852, 0.6089, -0.3406], [0.8813, 1.4719, -1.2185], [-1.0268, 0.6214, 0.1644], [-0.0966, -1.5831, 0.2323], [1.0122, -0.5855, 0.2207], [-1.0611, -0.6033, 0.9221], [2.0125, 1.4731, -1.4692], [0.2530, 2.1954, -1.5672], [-1.2275, 1.5716, 0.8720], [-1.6767, 0.7148, -0.5985], [-0.4448, -2.0576, -0.7261], [0.3958, -2.3213, 0.8216], [1.9676, -0.7237, 0.7017], [-1.3740, -0.7827, 1.9851]], "charge": 0, "lumo_ha": [0.0212, 0.0090], "relative_energy_ev": 4.005}

=====

[2]
{"formula": "C5H14N2", "method": "ωB97M-V/def2-TZVPD", "species": ["C", "N", "C", "C", "C", "C", "N", "H", "H", "H", "H", "H", "H", "H", "H", "H", "H", "H", "H", "H", "H"], "xyz": [[0.7912, -3.3698, 1.0001], [0.9839, -2.3072, 0.3301], [0.0733, -1.1528, 0.3405], [0.6780, 0.1064, -0.2974], [-0.1483, 1.3656, 0.0439], [-1.6475, 1.2205, -0.0210], [0.2062, 2.4954, -0.9350], [1.4155, -4.2401, 0.9734], [-0.0082, -3.3878, 1.7579], [1.6997, -2.1980, -0.3882], [-0.9363, -1.3771, -0.0952], [-0.1322, -0.8998, 1.3779], [1.6986, 0.2425, 0.1149], [0.8520, -0.0547, -1.3734], [0.1632, 1.6946, 1.0534], [-2.2249, 1.0029, 0.8784], [-2.2049, 2.0793, -0.4066], [-2.0085, 0.3839, -0.6641], [1.1876, 2.7717, -0.9874], [-0.3227, 3.3678, -0.8240], [-0.1160, 2.2569, -1.8781]], "charge": 2, "lumo_ha": -0.3065, "smiles": "C=[NH+]CC[C@H](C)[NH3+]", "relative_energy_ev": 0.439}

=====

[3]
{"formula": "C11H14N2O2Ru", "method": "ωB97M-V/def2-TZVPD", "species": ["C", "C", "C", "C", "C", "Ru", "N", "C", "C", "H", "H", "H", "H", "H", "H", "H", "H", "H", "H", "O", "C", "C", "C", "C", "O", "N", "H", "H", "H", "H"], "xyz": [[-0.0862, -0.9361, -2.9308], [-1.4564, -0.5712, -2.6861], [-1.9490, -1.3651, -1.5871], [-0.8873, -2.2419, -1.1728], [0.2620, -1.9801, -1.9961], [-0.2864, -0.0948, -0.9314], [0.9673, 1.5388, -0.8694], [0.1747, 2.6673, -1.0272], [-1.1479, 1.7896, -1.0979], [-2.9423, -1.3180, -1.1489], [-2.0316, 0.1551, -3.2525], [-0.9611, -2.9967, -0.4035], [1.2199, -2.4842, -1.9286], [0.5535, -0.5371, -3.7123], [-1.6516, 1.9554, -2.0529], [0.3549, 3.2280, -1.9608], [1.9271, 1.6378, -0.5396], [-1.7851, 2.0011, -0.2356], [0.1467, 3.3519, -0.1617], [0.4697, -2.5353, 1.3140], [0.6030, -1.4225, 1.7967], [1.0451, -1.1503, 3.2357], [1.0705, 0.3436, 3.3705], [0.6375, 0.8801, 2.0044], [0.5525, 2.0677, 1.7474], [0.3939, -0.1968, 1.1560], [0.3334, -1.6114, 3.9278], [2.0310, -1.5958, 3.3995], [0.3711, 0.7036, 4.1321], [2.0713, 0.7173, 3.6110]], "charge": 0, "multiplicity": 5, "lumo_ha": [0.0301, -0.0462], "relative_energy_ev": 0.000}

=====

[4]
{"formula": "C16H20BrN5O3RuS", "method": "ωB97M-V/def2-TZVPD", "species": ["Ru", "N", "C", "C", "O", "N", "C", "C", "O", "O", "H", "H", "H", "H", "H", "H", "C", "C", "C", "C", "C", "Br", "N", "C", "H", "H", "H", "H", "H", "H", "C", "C", "C", "C", "N", "C", "S", "N", "C", "H", "H", "H", "H", "H", "H", "H", "H"], "xyz": [[-0.9137, 0.1709, 0.6560], [1.2191, -0.1662, 0.6216], [1.4299, -1.3385, -0.2625], [0.1796, -1.5727, -1.0883], [0.1170, -1.8259, -2.2503], [-1.0158, -1.3417, -0.3084], [-2.3394, -1.7947, -0.7078], [-3.3581, -0.6532, -0.3876], [-4.4233, -0.6184, -0.9170], [-2.9008, 0.1992, 0.5111], [1.6637, 0.6426, 0.1882], [1.6426, -0.3225, 1.5302], [1.6082, -2.2350, 0.3344], [2.2750, -1.2056, -0.9325], [-2.6136, -2.6576, -0.0937], [-2.3408, -2.1026, -1.7522], [-1.7930, -3.1192, 5.0950], [-1.5783, -1.7436, 4.5369], [-1.6814, -0.5961, 5.3211], [-1.5001, 0.6671, 4.7734], [-1.2159, 0.7206, 3.4329], [-0.9485, 2.3071, 2.4274], [-1.1035, -0.3527, 2.6578], [-1.2859, -1.5686, 3.1911], [-1.8550, -3.0942, 6.1803], [-0.9798, -3.7888, 4.8161], [-2.7230, -3.5444, 4.7156], [-1.9133, -0.6877, 6.3746], [-1.5859, 1.5685, 5.3626], [-1.2025, -2.4106, 2.5163], [0.9348, 2.3120, -5.6608], [1.2691, 2.0737, -4.2324], [2.5414, 2.0113, -3.7104], [2.7045, 1.7342, -2.3549], [1.6444, 1.5659, -1.5353], [0.4374, 1.6801, -2.0373], [-1.0684, 1.6089, -1.1309], [0.2489, 1.8939, -3.3629], [4.0503, 1.6233, -1.7302], [1.8388, 2.4270, -6.2514], [0.3303, 3.2157, -5.7620], [0.3616, 1.4722, -6.0590], [3.3954, 2.1569, -4.3546], [-0.7095, 1.9101, -3.7020], [4.8487, 1.7586, -2.4540], [4.1630, 0.6450, -1.2590], [4.1458, 2.3756, -0.9453]], "charge": 2, "lumo_ha": [-0.3106, -0.3104], "relative_energy_ev": 0.000}

=====

[5]
{"formula": "C4H2ClF3", "method": "ωB97M-V/def2-TZVPD", "species": ["F", "C", "F", "C", "C", "C", "F", "Cl", "H", "H"], "xyz": [[-1.5917, -0.5237, 1.2110], [-1.7465, 0.1082, 0.0489], [-2.9049, -0.1726, -0.4785], [-0.9443, 0.9874, -0.5081], [0.3832, 1.2891, -0.0634], [1.3881, 0.4652, -0.0696], [2.5809, 0.8084, 0.3780], [1.3806, -1.2897, -0.3226], [-1.3305, 1.5345, -1.3224], [0.6182, 2.2825, 0.3655]], "charge": 0, "lumo_ha": 0.0252, "smiles": "FC(F)=C/C=C(/F)Cl", "relative_energy_ev": 0.244}

=====

[6]
{"formula": "C4H4O3", "method": "ωB97M-V/def2-TZVPD", "species": ["C", "C", "O", "C", "O", "C", "O", "H", "H", "H", "H"], "xyz": [[1.2552, 0.8982, 0.1422], [-0.2354, 0.7615, 0.1766], [-1.0483, 1.4852, 0.6581], [-0.5411, -1.2466, 0.9149], [-0.7793, -2.1200, 1.6352], [-1.2166, -1.1045, -0.9391], [-0.7054, 0.0227, -1.1448], [1.5836, 0.9711, 1.1804], [1.5085, 1.8237, -0.3818], [1.7403, 0.0503, -0.3456], [-1.5617, -1.5418, -1.8961]], "charge": 0, "lumo_ha": -0.0074, "relative_energy_ev": 4.048}

=====

Question: What is the formula in the second record?
Answer: C5H14N2